DFT (the ωB97M-V functional and the def2-TZVPD basis) results for C22H28B2F4N9O4S5SeTi as an isolated structure in a non-equilibrium geometry.

Last column: Mulliken charge in e.
Cartesian coordinates (Å):
Ti 1.133 0.324 0.273  -1.57
C -0.026 1.315 4.260  -1.87
C 0.594 1.268 2.913  0.19
N 0.336 0.327 2.068  2.15
O -0.320 -0.780 2.527  -0.58
B 0.694 -1.847 2.815  0.57
F 0.114 -2.844 3.541  -0.36
F 1.804 -1.276 3.468  -0.40
O 1.186 -2.421 1.512  -0.87
N 1.863 -1.477 0.806  1.79
C 3.014 -1.855 0.335  0.24
C 3.519 -3.236 0.575  -1.62
C 3.686 -0.808 -0.398  0.15
N 3.019 0.305 -0.388  1.23
O 3.550 1.318 -1.081  -0.46
B 3.682 2.672 -0.459  0.53
F 3.367 3.601 -1.429  -0.30
F 5.000 2.837 -0.038  -0.33
O 2.821 2.903 0.741  -0.47
N 2.001 1.982 1.246  0.90
C 1.481 2.287 2.394  0.54
C 1.797 3.540 3.138  -1.96
C 4.986 -0.915 -1.116  -1.61
H -0.146 0.302 4.635  0.35
H -1.022 1.756 4.150  0.20
H 0.565 1.910 4.951  0.45
H 3.503 -3.430 1.648  0.26
H 4.522 -3.383 0.188  0.49
H 2.842 -3.957 0.114  0.26
H 2.351 4.211 2.489  0.41
H 2.407 3.305 4.012  0.38
H 0.879 4.024 3.471  0.41
H 5.385 -1.925 -1.093  0.47
H 5.703 -0.222 -0.673  0.30
H 4.839 -0.600 -2.150  0.27
S 0.449 5.576 -5.612  -0.26
C 0.698 4.367 -4.538  0.14
S 0.186 4.427 -2.883  -0.06
C 0.630 2.797 -2.426  0.27
C 1.254 2.040 -3.422  0.37
S 1.718 0.434 -3.336  -0.46
S 1.502 2.887 -4.942  -0.11
S 0.160 2.348 -0.856  -0.47
C -1.258 -0.282 -1.828  -0.90
N -2.159 -1.104 -2.619  0.17
C -3.106 -1.759 -1.720  -0.40
N -2.410 -2.592 -0.743  0.24
C -1.500 -1.764 0.038  -0.61
N -0.471 -1.079 -0.821  2.20
C 0.237 -2.169 -1.567  -1.13
N -0.665 -2.984 -2.367  0.11
C -1.375 -2.120 -3.313  -0.73
C -1.642 -3.598 -1.465  -0.75
H -1.845 0.463 -1.290  -0.07
H -0.567 0.207 -2.504  -0.09
H -3.785 -2.384 -2.305  0.36
H -3.685 -0.997 -1.193  0.07
H -1.000 -2.395 0.765  0.13
H -2.074 -1.004 0.567  -0.16
H 0.714 -2.832 -0.845  0.14
H 0.985 -1.728 -2.221  0.11
H -2.037 -2.734 -3.929  0.34
H -0.642 -1.626 -3.955  0.38
H -1.112 -4.227 -0.745  0.33
H -2.324 -4.221 -2.049  0.35
Se -2.215 1.764 1.170  -0.20
C -4.021 1.159 1.275  0.15
C -4.894 1.285 0.191  -0.43
C -6.196 0.833 0.319  -0.29
N -6.687 0.275 1.425  -0.67
C -5.852 0.156 2.455  -0.38
C -4.531 0.572 2.435  -0.25
H -4.551 1.740 -0.729  0.39
H -6.894 0.917 -0.510  0.35
H -6.273 -0.301 3.346  0.35
H -3.894 0.440 3.299  0.35

Atomic forces in eV per Å
-2.4 0.8 -2.6
0.2 -0.1 0.0
-0.7 -0.5 0.0
0.2 0.0 1.8
0.1 -0.1 0.2
0.2 0.4 0.2
-0.2 -0.1 -0.2
-0.1 -0.1 0.0
0.2 -0.1 -0.1
1.1 -1.3 0.5
-0.7 -0.5 0.4
0.0 0.1 0.0
0.2 0.7 -0.4
1.7 -0.5 -0.4
0.0 0.0 0.0
0.2 0.3 -0.1
0.0 -0.1 0.1
0.0 -0.1 0.1
0.0 -0.1 0.0
0.0 0.6 1.0
0.5 0.4 -0.3
0.0 -0.1 -0.1
-0.1 0.0 0.1
0.0 0.0 0.1
0.0 0.0 -0.1
0.0 0.0 0.0
0.0 0.0 0.0
0.0 0.0 0.0
0.0 0.0 0.0
0.0 0.0 0.1
0.0 0.0 0.0
0.0 0.0 0.0
0.0 0.0 0.0
0.0 0.0 0.0
0.0 0.0 0.0
0.0 0.1 0.0
0.1 -0.1 0.0
0.0 -0.1 -0.1
-0.1 0.0 0.4
0.2 -0.4 -0.2
0.1 0.2 0.0
-0.2 0.1 0.2
0.2 0.6 -0.6
-0.4 0.1 -0.3
0.0 -0.1 0.0
-0.1 0.1 0.0
0.0 -0.1 0.0
-0.4 -0.1 0.2
0.1 0.0 0.0
-0.1 -0.2 -0.1
0.1 -0.1 0.0
0.0 0.0 0.1
0.0 0.1 0.0
0.1 0.0 0.1
0.0 0.0 0.1
0.0 0.0 0.0
0.0 0.0 0.0
0.1 0.0 -0.1
0.1 0.1 0.0
0.0 0.1 0.1
0.0 0.1 0.0
0.0 0.0 0.0
0.0 0.0 0.0
0.0 0.0 0.0
0.0 0.0 0.0
-0.5 0.1 0.0
0.5 0.1 0.0
-0.1 -0.1 0.1
0.0 0.0 0.0
-0.2 -0.1 0.0
0.1 0.0 0.0
-0.2 -0.1 -0.1
0.0 0.0 0.0
0.0 0.0 0.0
0.1 0.0 0.0
0.0 0.0 0.0

Output
* spin multiplicity: 3
* charge: -1
* HOMO (alpha / beta): -4.487 / -4.495 eV

=====

DFT (the ωB97M-V functional and the def2-TZVPD basis) results for C22H28BaN6O7S2 as an isolated structure in a non-equilibrium geometry.

Last column: Mulliken charge in e.
Cartesian coordinates (Å):
Ba 0.988 1.431 -0.128  2.09
O 2.613 3.013 -0.661  -0.74
S 3.299 2.853 0.615  1.64
O 3.229 3.966 1.508  -0.70
N 2.749 1.504 1.273  -0.18
C 3.390 0.468 0.701  0.13
O 2.881 -0.629 0.512  -0.69
C 4.779 0.846 0.264  -0.06
C 5.834 0.021 -0.070  -0.65
C 7.040 0.615 -0.426  -0.51
C 7.174 1.999 -0.463  -0.53
C 6.102 2.830 -0.149  -0.66
C 4.922 2.226 0.222  0.17
H 5.720 -1.054 -0.036  0.51
H 7.885 -0.011 -0.680  0.40
H 8.120 2.440 -0.745  0.41
H 6.192 3.907 -0.191  0.48
C 1.410 2.708 5.085  -1.76
C 0.848 1.377 4.594  1.70
C 1.916 0.285 4.746  -1.74
C -0.394 0.999 5.405  -1.83
N 0.438 1.615 3.197  0.49
N 0.255 0.467 2.371  -0.55
H 1.638 2.666 6.150  0.46
H 0.687 3.508 4.914  0.33
H 2.327 2.958 4.544  0.39
H 2.308 0.299 5.764  0.48
H 2.748 0.454 4.056  0.30
H 1.506 -0.710 4.566  0.39
H -0.148 0.907 6.465  0.43
H -0.799 0.041 5.070  0.41
H -1.163 1.762 5.282  0.34
H 1.159 2.170 2.749  -0.28
H -0.575 -0.019 2.684  0.21
H 1.043 -0.178 2.457  0.20
S -1.923 0.305 -0.731  -0.51
C -2.815 1.748 -0.616  0.42
N -3.518 2.161 -1.681  -0.18
C -4.231 3.432 -1.763  -0.75
C -3.681 4.378 -0.711  -0.15
C -3.691 3.664 0.634  -0.71
N -2.953 2.407 0.539  -0.05
H -3.349 1.636 -2.520  0.22
H -5.302 3.267 -1.611  0.31
H -4.092 3.848 -2.761  0.41
H -4.261 5.299 -0.669  0.45
H -2.654 4.621 -0.973  -0.07
H -4.721 3.452 0.935  0.38
H -3.229 4.282 1.403  0.35
H -2.230 2.228 1.216  0.15
O -0.172 3.225 -1.329  -0.84
C -0.064 3.744 -0.204  0.75
O -0.145 3.087 0.870  -0.86
C 0.147 5.234 -0.071  -0.48
C 0.285 5.788 1.199  -0.27
C 0.479 7.148 1.346  -0.54
C 0.526 7.944 0.209  -0.07
C 0.380 7.410 -1.061  -0.64
C 0.190 6.047 -1.197  -0.35
N 0.747 9.384 0.358  1.00
O 0.804 10.057 -0.655  -0.62
O 0.851 9.831 1.485  -0.61
H 0.241 5.129 2.055  0.63
H 0.597 7.599 2.319  0.51
H 0.417 8.063 -1.921  0.50
H 0.075 5.592 -2.172  0.53

Atomic forces in eV per Å
-5.2 -7.2 -4.6
1.6 1.8 -0.6
2.3 1.2 1.0
0.2 0.0 0.0
2.8 0.9 2.3
1.5 -1.3 0.3
0.1 0.0 0.2
0.1 0.1 -0.1
-0.1 0.0 0.0
0.0 0.0 0.0
0.0 0.0 0.0
-0.1 0.2 0.0
-0.2 -0.3 0.0
0.0 0.0 0.0
0.0 0.0 0.0
0.0 0.0 0.0
0.0 0.0 0.0
-0.1 0.0 -0.1
0.0 -0.1 0.2
-0.1 0.1 0.0
0.1 0.0 -0.1
0.0 0.0 0.3
0.2 -0.1 0.6
0.0 0.0 0.0
0.0 0.0 0.0
0.0 0.0 0.0
0.0 0.0 0.0
0.0 0.0 0.0
0.0 0.0 0.0
0.0 0.0 0.0
0.0 0.0 0.0
0.0 0.0 0.0
-0.2 0.0 0.1
-0.1 0.0 -0.2
-0.1 -0.1 0.1
-0.2 -0.1 0.0
-0.3 -0.7 -0.1
0.0 0.4 0.0
0.0 0.0 0.1
0.0 -0.2 0.0
0.0 0.0 -0.1
0.0 0.4 -0.2
0.0 -0.1 0.0
0.0 0.0 0.0
0.0 -0.1 0.0
0.0 0.0 0.0
0.1 0.1 0.0
0.0 0.1 0.1
0.0 -0.1 0.0
0.0 -0.1 0.1
-0.4 1.0 -0.6
-1.3 2.1 -0.2
-1.0 1.9 1.4
0.1 0.0 0.1
0.0 -0.1 -0.2
0.0 0.2 0.0
0.0 -0.6 0.0
0.0 0.2 -0.1
0.0 -0.1 0.0
0.0 0.4 0.1
0.0 -0.1 0.1
0.0 -0.1 -0.1
0.0 0.0 0.0
0.0 0.0 0.0
0.0 0.0 0.0
0.0 0.0 0.0

Output
* ΔE to the lowest compared entry with this formula, charge and spin: 77.1 kcal per mole
* HOMO: -8.229 eV

=====

DFT (the ωB97M-V functional and the def2-TZVPD basis) results for C22H28BeBrN3O4 as an isolated structure.

Last column: natural (NBO) charge in e.
Cartesian coordinates (Å):
Be -0.019 0.090 0.695  1.58
C 1.886 -1.305 -2.260  -0.70
C 2.330 -1.052 -0.872  0.46
N 1.569 -0.665 0.138  -0.61
C 2.377 -0.584 1.238  0.01
C 3.656 -0.915 0.902  -0.02
N 3.600 -1.209 -0.440  -0.48
C 4.928 -0.933 1.660  0.77
O 4.838 -0.651 2.947  -0.69
O 5.976 -1.181 1.104  -0.62
C 1.703 -0.179 2.502  0.79
O 2.352 -0.098 3.559  -0.70
O 0.463 0.021 2.336  -0.82
H 0.854 -0.975 -2.361  0.23
H 1.943 -2.382 -2.490  0.32
H 2.509 -0.762 -2.972  0.22
H 4.381 -1.548 -0.980  0.45
H 3.881 -0.448 3.235  0.52
C -1.290 4.534 -1.649  -0.59
C -0.122 4.344 -0.672  -0.16
C 1.194 4.697 -1.379  -0.59
C -0.314 5.271 0.536  -0.59
C -0.079 2.944 -0.215  -0.10
C -0.055 1.786 0.158  -0.65
H -1.352 5.576 -1.979  0.18
H -2.231 4.260 -1.170  0.21
H -1.162 3.893 -2.522  0.21
H 1.205 5.755 -1.665  0.18
H 1.320 4.088 -2.274  0.21
H 2.041 4.503 -0.720  0.21
H -0.302 6.320 0.223  0.18
H 0.480 5.112 1.265  0.21
H -1.266 5.060 1.026  0.21
Br 2.723 -4.687 -3.157  -0.95
C -0.122 -4.881 -1.244  -0.18
C -0.881 -3.969 -2.027  -0.33
C -1.294 -2.736 -1.597  0.00
N -0.955 -2.251 -0.378  -0.34
C -0.167 -3.026 0.395  0.03
C 0.246 -4.269 -0.016  -0.33
H -1.142 -4.231 -3.051  0.19
H -1.877 -2.052 -2.204  0.19
H 0.103 -2.585 1.346  0.20
H 0.920 -4.789 0.664  0.19
C -2.605 -1.925 2.049  -0.62
C -2.721 -0.970 0.859  -0.07
C -3.009 0.438 1.381  -0.61
C -3.898 -1.425 -0.014  -0.62
C -1.402 -0.903 0.068  -0.63
H -3.520 -1.892 2.649  0.19
H -1.766 -1.642 2.689  0.22
H -2.454 -2.956 1.721  0.21
H -4.001 0.476 1.845  0.18
H -2.971 1.173 0.574  0.21
H -2.268 0.740 2.123  0.22
H -4.828 -1.454 0.565  0.19
H -3.726 -2.425 -0.420  0.21
H -4.042 -0.740 -0.854  0.20
H -1.638 -0.387 -0.873  0.19

Atomic forces in eV per Å
0.0 0.1 -0.2
-0.2 0.0 0.1
-0.1 0.0 -0.1
0.3 0.3 0.1
0.0 0.0 0.0
0.1 0.0 0.1
0.0 0.0 0.0
-0.2 0.0 -0.2
-0.1 0.0 0.1
0.0 0.0 0.1
0.1 -0.1 -0.1
0.0 0.0 0.0
-0.2 0.0 0.0
0.0 0.1 0.0
0.1 0.1 0.0
0.0 -0.1 0.0
-0.1 -0.1 0.0
0.1 0.0 -0.1
0.0 0.0 0.0
0.0 -0.1 0.1
0.0 0.0 0.0
0.0 0.0 0.0
-0.1 0.0 -0.1
0.1 -0.1 0.1
0.0 0.0 0.0
0.0 0.0 0.0
0.0 0.0 0.0
0.0 0.0 0.0
0.0 0.0 0.0
0.0 0.0 0.0
0.0 0.0 0.0
0.0 0.0 0.0
0.0 0.0 0.0
0.4 0.1 -0.2
-0.3 0.0 0.2
0.0 -0.1 -0.1
0.2 0.2 0.0
-0.3 -0.2 -0.1
0.1 0.1 -0.1
0.0 -0.1 0.0
-0.1 0.0 0.0
0.0 0.0 0.0
0.0 0.0 0.0
-0.1 0.0 0.1
0.0 0.1 0.1
0.0 -0.1 0.1
0.0 0.0 0.0
0.0 0.0 0.0
0.3 -0.1 0.0
0.0 0.0 0.0
0.0 0.0 0.0
0.0 0.0 0.0
0.0 0.0 0.0
0.0 0.0 0.0
0.0 0.0 0.0
0.0 0.0 0.0
0.0 0.0 0.0
0.0 0.0 0.0
0.0 0.1 0.0

Output
* charge: -2
* HOMO: -1.075 eV

=====

DFT (the ωB97M-V functional and the def2-TZVPD basis) results for C22H28CoN3O8 as an isolated structure.

Last column: natural (NBO) charge in e.
Cartesian coordinates (Å):
Co 0.433 -0.797 0.006  1.50
N -1.209 0.338 0.876  -0.87
C -2.027 -0.545 1.711  -0.23
C -1.116 -1.530 2.432  -0.22
N -0.311 -2.249 1.450  -0.91
H -0.682 1.011 1.422  0.39
H -1.744 0.835 0.176  0.39
H -2.691 -1.103 1.049  0.22
H -2.637 -0.001 2.441  0.17
H -1.726 -2.192 3.058  0.17
H -0.435 -0.981 3.087  0.20
H -0.879 -2.902 0.912  0.42
H 0.513 -2.676 1.858  0.41
N 2.228 -1.633 -0.866  -0.88
C 2.645 -0.753 -1.966  -0.35
C 1.980 0.640 -1.938  0.77
O 2.445 1.484 -2.701  -0.71
O 0.994 0.784 -1.142  -0.84
H 2.918 -1.726 -0.130  0.40
H 1.997 -2.560 -1.196  0.38
H 2.354 -1.203 -2.916  0.21
H 3.726 -0.607 -1.997  0.20
C 6.051 2.513 5.508  -0.62
C 5.131 1.659 4.675  -0.02
C 4.355 0.666 5.254  -0.24
C 3.492 -0.119 4.494  0.01
C 2.680 -1.203 5.154  -0.63
C 3.393 0.114 3.124  -0.08
C 4.163 1.110 2.516  0.02
C 4.081 1.359 1.032  -0.64
C 5.029 1.860 3.303  -0.23
C 2.449 -0.715 2.277  0.76
O 2.625 -1.946 2.217  -0.75
O 1.547 -0.058 1.679  -0.82
H 6.187 2.089 6.503  0.21
H 5.650 3.522 5.628  0.21
H 7.034 2.607 5.042  0.21
H 4.423 0.492 6.324  0.19
H 2.788 -1.159 6.238  0.20
H 2.991 -2.185 4.799  0.24
H 1.620 -1.105 4.910  0.21
H 4.289 0.445 0.471  0.21
H 4.808 2.112 0.725  0.20
H 3.084 1.682 0.735  0.26
H 5.637 2.626 2.830  0.19
O -2.209 -3.004 -0.610  -0.75
C -1.603 -2.521 -1.584  0.79
O -0.522 -1.862 -1.561  -0.82
C -2.189 -2.758 -2.966  -0.16
C -1.638 -2.135 -4.077  -0.17
C -2.156 -2.330 -5.360  -0.27
C -3.229 -3.179 -5.465  0.21
O -3.951 -3.519 -6.591  -0.49
C -4.733 -4.630 -6.171  0.23
O -4.875 -4.549 -4.762  -0.50
C -3.782 -3.801 -4.360  0.26
C -3.295 -3.608 -3.095  -0.23
H -0.788 -1.484 -3.921  0.24
H -1.737 -1.838 -6.227  0.22
H -4.206 -5.558 -6.431  0.14
H -5.713 -4.583 -6.640  0.17
H -3.722 -4.071 -2.217  0.25

Atomic forces in eV per Å
0.0 0.0 0.0
0.0 0.0 0.0
0.0 0.0 0.0
0.0 0.0 0.0
0.0 0.0 -0.1
0.0 0.0 0.0
0.0 0.0 0.0
0.0 0.0 0.0
0.0 0.0 0.0
0.0 0.0 0.0
0.0 0.0 0.0
0.0 0.0 0.0
0.0 0.0 0.0
0.0 0.0 0.0
0.0 0.0 0.0
0.0 0.0 0.1
0.0 0.0 0.0
0.0 0.0 0.0
0.0 0.0 0.0
0.0 0.0 0.0
0.0 0.0 0.0
0.0 0.0 0.0
0.0 0.0 0.0
0.0 0.0 0.0
0.0 0.0 0.0
0.0 0.0 0.0
0.0 0.0 0.0
0.0 0.0 0.0
0.0 0.0 0.0
0.0 0.0 0.0
0.0 0.0 0.0
0.0 0.0 0.0
0.0 0.0 0.0
0.0 0.0 0.0
0.0 0.0 0.0
0.0 0.0 0.0
0.0 0.0 0.0
0.0 0.0 0.0
0.0 0.0 0.0
0.0 0.0 0.0
0.0 0.0 0.0
0.0 0.0 0.0
0.0 0.0 0.0
0.0 0.0 0.0
0.0 0.0 0.0
0.0 0.0 0.0
0.1 -0.1 0.0
-0.1 0.1 0.0
0.0 0.0 0.0
0.0 0.0 0.0
0.0 0.0 0.0
0.0 0.0 0.0
0.0 0.0 0.0
0.0 0.0 0.0
0.0 0.0 0.0
0.0 0.0 0.0
0.0 0.0 0.0
0.0 0.0 0.0
0.0 0.0 0.0
0.0 0.0 0.0
0.0 0.0 0.0
0.0 0.0 0.0

Output
* spin multiplicity: 4
* ΔE to the lowest compared entry with this formula, charge and spin: 0.0 kcal per mole
* charge: -1
* HOMO (alpha / beta): -5.282 / -5.692 eV